No. 1
{
  "formula": "C16H12BN8O7Pd",
  "method": "wB97M-V/def2-TZVPD",
  "symbols": ["Pd", "C", "C", "N", "N", "C", "B", "N", "C", "C", "C", "N", "N", "C", "C", "C", "N", "H", "H", "H", "H", "H", "H", "H", "H", "H", "H", "O", "C", "O", "C", "C", "C", "C", "C", "C", "O", "N", "O", "O", "N", "O", "O", "H", "H"],
  "coordinates": [[0.931123, 0.580650, -0.005204], [0.777548, -2.416444, -3.057155], [0.594064, -1.075712, -2.742642], [1.357160, -0.756754, -1.693324], [1.976581, -1.876084, -1.275450], [1.661239, -2.884353, -2.094701], [2.893574, -1.879355, -0.022823], [1.988406, -1.880717, 1.238366], [1.673919, -2.893901, 2.051411], [0.799347, -2.429471, 3.024178], [0.619012, -1.085726, 2.721233], [1.377319, -0.761886, 1.669711], [3.699317, -0.570909, -0.022185], [5.030676, -0.410252, -0.029548], [5.312455, 0.942519, -0.026317], [4.065356, 1.563222, -0.015170], [3.108729, 0.638029, -0.014355], [0.347102, -2.962417, -3.877862], [0.002073, -0.331498, -3.250051], [2.083464, -3.867249, -1.964987], [3.605380, -2.830087, -0.028164], [2.091208, -3.877391, 1.910541], [0.373291, -2.980390, 3.843884], [0.034231, -0.342565, 3.238320], [5.700571, -1.253583, -0.037892], [6.279530, 1.412842, -0.030274], [3.827556, 2.614143, -0.008473], [-2.863195, -1.817891, -0.158181], [-2.132458, -0.858469, -0.064111], [-0.856760, -0.867822, 0.023538], [-2.808140, 0.539389, -0.009103], [-4.170718, 0.579294, 0.025880], [-4.834916, 1.810447, 0.060190], [-4.146302, 3.028262, 0.065127], [-2.792199, 2.983842, 0.037717], [-2.036967, 1.747698, -0.004499], [-0.785467, 1.834670, -0.055088], [-1.988287, 4.218147, 0.060530], [-1.866743, 4.794441, -0.995138], [-1.492929, 4.500497, 1.127055], [-6.310470, 1.825355, 0.088328], [-6.832003, 2.920011, 0.123714], [-6.866206, 0.751360, 0.064345], [-4.741483, -0.340340, 0.015873], [-4.685010, 3.966432, 0.092735]],
  "forces_ev_per_a": [[1.089, -0.020, -0.039], [-0.034, 0.107, 0.011], [0.128, -0.192, -0.177], [-0.481, 0.323, 0.588], [0.170, -0.216, -0.190], [-0.097, 0.024, -0.088], [-0.188, 0.276, -0.001], [0.161, -0.237, 0.190], [-0.086, 0.028, 0.086], [-0.036, 0.109, -0.010], [0.142, -0.200, 0.187], [-0.483, 0.314, -0.574], [0.227, -0.159, -0.009], [0.153, 0.206, -0.007], [-0.016, -0.047, 0.007], [0.018, 0.028, -0.001], [-0.483, -0.058, 0.019], [0.020, -0.010, 0.014], [-0.029, 0.028, 0.075], [0.065, 0.049, 0.047], [0.025, -0.110, 0.000], [0.063, 0.048, -0.044], [0.019, -0.007, -0.013], [-0.032, 0.027, -0.076], [-0.096, -0.059, 0.002], [-0.015, -0.005, -0.001], [-0.050, -0.009, 0.001], [0.754, -0.156, 0.043], [-1.823, 1.431, -0.005], [0.654, -1.044, 0.010], [0.491, -0.892, -0.027], [-0.112, -0.074, -0.028], [0.454, -0.020, 0.014], [-0.176, 0.280, 0.012], [0.071, 0.233, 0.038], [-0.056, 0.333, -0.020], [-0.264, -0.201, 0.015], [0.090, -0.116, -0.090], [-0.059, -0.027, 0.202], [-0.115, 0.014, -0.138], [-0.259, 0.167, -0.053], [0.079, -0.223, 0.017], [0.090, 0.137, 0.028], [0.055, -0.045, -0.004], [-0.031, -0.031, -0.009]],
  "mulliken_spin": [1.54, 0.03, 0.01, 0.18, 0.02, 0.03, 0.00, 0.02, 0.03, 0.03, 0.01, 0.18, 0.00, 0.01, 0.01, 0.02, 0.16, 0.00, 0.00, 0.00, 0.00, 0.00, 0.00, 0.00, 0.00, 0.00, 0.00, 0.08, -0.02, 0.56, 0.03, 0.00, 0.25, -0.03, 0.21, 0.20, 0.40, -0.01, 0.01, 0.02, -0.02, 0.02, 0.03, 0.00, 0.00],
  "e_lumo_ha": [-0.1550, -0.2790],
  "multiplicity": 5,
  "fmax_ha_per_bohr": 0.0451,
  "charge": 1
}

No. 2
{
  "formula": "C16H12Cl2N4OS",
  "method": "wB97M-V/def2-TZVPD",
  "symbols": ["S", "C", "N", "N", "C", "N", "N", "C", "C", "C", "C", "C", "C", "C", "H", "Cl", "Cl", "H", "H", "H", "C", "H", "H", "O", "C", "C", "C", "C", "C", "C", "H", "H", "H", "H", "H", "H"],
  "coordinates": [[-2.465627, 3.508561, -0.941262], [-2.704568, 2.235305, -0.041190], [-3.929026, 2.021292, 0.420808], [-4.016363, 0.805127, 1.211889], [-2.815440, 0.273549, 1.124594], [-2.088373, 1.183624, 0.563657], [-0.814112, 0.890503, 0.598764], [0.070630, 1.711301, -0.403431], [1.431711, 1.321639, -0.390029], [2.471474, 2.042343, -0.954405], [3.703316, 1.916927, -0.938042], [4.061349, 0.643773, -0.429974], [3.244160, -0.436960, 0.203863], [1.914209, 0.205846, 0.372494], [1.144001, -0.510161, 0.699964], [3.641516, -1.746850, 1.215195], [5.858942, -0.069669, -0.296948], [4.462017, 2.275387, -1.371749], [2.229260, 3.106045, -1.500345], [-0.218620, 2.598138, -0.764631], [-2.351290, -0.721105, 1.947885], [-1.775277, -0.254896, 2.998153], [-3.155669, -1.148137, 2.532430], [-1.536575, -1.496400, 1.443464], [-2.004767, -2.025409, -0.058044], [-3.267037, -2.200481, -0.158648], [-3.753788, -3.114333, -1.269466], [-2.815499, -3.443258, -2.088031], [-1.586845, -3.611463, -1.610490], [-1.047457, -2.914965, -0.540310], [-0.028445, -2.730750, -0.386551], [-0.817409, -4.123488, -2.458117], [-3.154628, -4.110763, -2.905134], [-4.836918, -3.074231, -1.539785], [-4.118355, -1.772212, 0.451968], [-4.902222, 2.628086, 0.292432]],
  "forces_ev_per_a": [[1.857, 2.720, -2.286], [-2.746, -1.187, 1.917], [-5.610, -1.470, 2.364], [-1.208, 0.674, -1.516], [-6.679, 5.064, 1.043], [5.080, 1.487, -2.995], [7.286, 4.309, -6.107], [-2.979, -6.620, 6.949], [2.556, -2.161, 2.030], [-9.522, 7.621, -3.028], [4.045, -8.619, 3.995], [2.489, -5.614, 2.894], [-2.200, 7.405, -0.611], [-0.220, -3.220, -2.189], [0.237, 0.723, 0.646], [0.255, 0.029, -0.639], [-1.752, 1.789, -0.777], [5.107, 4.151, -3.389], [-0.320, -2.535, 1.184], [-1.421, 2.859, -1.697], [-1.617, 2.567, 8.834], [-1.179, -0.364, -2.747], [-1.154, -0.519, -0.252], [5.033, -6.590, -7.063], [5.038, -0.337, 6.681], [-8.120, -1.897, -2.176], [-3.318, 5.903, 4.044], [-1.604, -4.772, -3.519], [7.892, -0.737, -2.697], [-1.901, 0.843, -2.480], [1.295, -0.448, 0.548], [-1.879, 1.098, 2.883], [0.600, 0.815, -0.115], [1.035, -0.392, 0.519], [1.627, -0.373, -0.512], [3.998, -2.201, 0.267]],
  "nbo_charge": [-0.16, 0.14, -0.40, -0.25, 0.30, -0.23, -0.22, 0.07, -0.18, -0.10, -0.30, 0.14, -0.13, -0.12, 0.24, 0.10, -0.11, 0.23, 0.21, 0.21, -0.08, 0.19, 0.18, -0.51, 0.25, -0.29, -0.14, -0.26, -0.16, -0.23, 0.24, 0.21, 0.22, 0.22, 0.26, 0.46],
  "e_lumo_ha": -0.0483,
  "fmax_ha_per_bohr": 0.2444,
  "smiles": "S=c1[nH]nc(COc2ccccc2)n1/N=C/c1ccc(Cl)c(Cl)c1"
}

No. 3
{
  "formula": "C16H12FFeN10O3",
  "method": "wB97M-V/def2-TZVPD",
  "symbols": ["Fe", "C", "C", "C", "C", "C", "C", "C", "F", "C", "C", "C", "O", "C", "C", "N", "C", "C", "O", "O", "H", "H", "H", "H", "H", "H", "H", "H", "H", "H", "H", "N", "C", "N", "N", "N", "N", "C", "N", "N", "N", "N", "H"],
  "coordinates": [[0.620106, -0.789939, 0.481456], [1.123535, 7.397867, 1.580324], [1.030720, 6.811938, 0.170037], [2.038900, 7.410540, -0.788086], [3.419773, 6.940277, -0.386524], [3.453125, 5.433024, -0.384483], [4.679269, 4.854182, -0.619850], [4.806221, 3.480291, -0.678457], [6.015900, 2.929909, -0.886094], [3.704555, 2.694062, -0.575956], [2.417903, 3.236820, -0.356516], [1.426996, 2.141140, -0.277405], [1.799400, 0.990304, 0.018587], [-0.768467, 1.924442, 0.527016], [-0.153979, 4.744976, 0.555923], [1.139036, 5.340792, 0.224787], [2.274344, 4.652588, -0.174618], [-1.764340, 0.796079, 0.325528], [-2.919474, 0.919270, 0.650930], [-1.179311, -0.230994, -0.207620], [1.049817, 8.485598, 1.538749], [2.061869, 7.123695, 2.060423], [0.312508, 7.022221, 2.205113], [0.037511, 7.031226, -0.228267], [1.957578, 8.496847, -0.760895], [1.821893, 7.077133, -1.805548], [3.682155, 7.331714, 0.599361], [4.173661, 7.307358, -1.082617], [5.550370, 5.479356, -0.770624], [3.803684, 1.625893, -0.675748], [-0.790570, 5.577202, 0.848267], [-0.721022, 2.096024, 2.974848], [-0.359752, 0.785459, 3.212722], [-0.473770, 0.105101, 4.345860], [0.015988, -1.110543, 4.095084], [0.414358, -1.163297, 2.867087], [0.212413, 0.033119, 2.284891], [-0.536183, 2.670375, 1.741145], [-0.140186, 3.893289, 1.692588], [-0.602145, 4.431973, -0.830192], [-0.369580, 3.388374, -1.403619], [0.082601, 2.289087, -0.529700], [-0.789908, 2.711227, 3.769096]],
  "forces_ev_per_a": [[-1.342, 2.112, 0.227], [-0.046, -0.057, -0.117], [0.074, 0.297, 0.098], [0.073, -0.091, 0.071], [-0.116, 0.015, 0.030], [0.149, 0.050, -0.031], [-0.071, -0.070, -0.023], [-0.131, -0.020, -0.028], [0.039, 0.003, -0.017], [0.019, 0.033, -0.033], [0.161, 0.001, -0.118], [-0.444, -0.083, -0.134], [0.197, -0.516, 0.164], [-0.510, -0.384, -0.188], [0.459, -0.035, -0.100], [-0.302, -0.112, 0.206], [-0.007, -0.136, -0.047], [0.589, 0.557, 0.203], [0.040, -0.072, -0.045], [0.699, -1.260, -0.265], [-0.016, -0.002, 0.021], [0.007, 0.007, 0.011], [0.025, 0.001, 0.035], [0.010, -0.055, -0.032], [-0.009, 0.006, -0.012], [-0.039, 0.020, -0.005], [0.007, 0.007, 0.001], [0.023, -0.010, 0.016], [-0.002, 0.009, 0.013], [0.014, -0.032, 0.000], [-0.040, -0.021, -0.122], [-0.217, -0.033, 0.026], [0.230, -0.565, 0.080], [-0.254, 0.529, 0.060], [0.093, -0.074, -0.204], [0.081, -0.269, 0.015], [0.282, -0.407, -0.118], [0.029, 0.455, -0.062], [0.150, -0.123, 0.358], [-0.281, -0.174, -0.374], [-0.094, 0.326, -0.076], [0.393, 0.118, 0.530], [0.078, 0.054, -0.015]],
  "mulliken_spin": [3.75, 0.00, 0.00, 0.00, 0.00, 0.00, 0.00, 0.00, 0.00, 0.00, -0.01, 0.06, 0.04, 0.54, -0.03, 0.02, -0.01, -0.02, 0.06, 0.12, 0.00, 0.00, 0.00, 0.00, 0.00, 0.00, 0.00, 0.00, 0.00, 0.00, 0.01, 0.00, 0.02, 0.01, 0.00, 0.00, 0.09, 0.06, 0.23, 0.00, 0.07, -0.03, 0.00],
  "e_lumo_ha": [-0.0470, -0.0672],
  "multiplicity": 6,
  "fmax_ha_per_bohr": 0.0489
}